A molecular structure, C41H37As2BrCl5CrN4O10S in a non-equilibrium geometry, computed with ωB97M-V/def2-TZVPD.

Last column: Mulliken charge in e.
Geometry (Å):
Cr 0.456 -2.185 0.176  -0.28
Cl -1.141 -3.319 -2.827  -0.15
C -2.138 -2.886 -1.468  1.44
C -1.591 -2.284 -0.337  -0.58
C -2.542 -1.811 0.544  -1.29
Cl 0.196 -3.468 1.996  -0.50
C -3.915 -1.925 0.422  0.34
Cl -4.992 -1.162 1.528  -0.14
C -4.413 -2.637 -0.666  0.52
Cl -6.099 -2.856 -0.849  -0.15
C -3.518 -3.100 -1.625  -0.40
Cl -4.133 -3.872 -3.024  -0.16
C 0.719 -5.207 -0.807  -1.44
O 0.992 -3.799 -1.013  1.26
C 1.750 -3.451 -2.125  0.07
C 2.433 -4.359 -2.897  -0.57
C 3.106 -3.870 -4.018  -0.63
Br 4.027 -5.088 -5.108  -0.13
C 3.110 -2.530 -4.334  -1.11
C 2.438 -1.608 -3.523  0.63
C 1.745 -2.102 -2.439  0.51
O 0.943 -1.315 -1.599  0.23
C 2.512 -0.181 -3.901  0.20
N 2.780 0.190 -5.115  -0.75
C 2.794 1.577 -5.068  0.19
C 3.039 2.498 -6.090  -0.80
C 3.023 3.834 -5.762  -0.57
C 2.772 4.263 -4.443  -0.63
C 2.517 3.368 -3.426  -0.66
C 2.527 2.017 -3.775  0.90
N 2.319 0.866 -3.031  0.36
H 0.278 -5.605 -1.719  0.46
H 0.022 -5.260 0.020  0.35
H 1.646 -5.717 -0.557  0.33
H 2.433 -5.416 -2.677  0.68
H 3.638 -2.154 -5.199  0.65
H 0.440 -0.602 -2.063  -0.48
H 3.239 2.161 -7.098  0.47
H 3.214 4.575 -6.527  0.40
H 2.780 5.323 -4.228  0.42
H 2.328 3.695 -2.415  0.45
H 2.269 0.853 -2.022  -0.23
S -1.120 1.129 -1.438  0.09
C -2.808 1.161 -1.647  0.16
N -3.565 1.747 -0.682  0.37
C -4.920 1.837 -0.714  -0.18
C -5.610 1.304 -1.756  -0.87
C -4.878 0.684 -2.789  -0.41
C -3.511 0.612 -2.738  -0.71
H -3.067 2.165 0.100  -0.05
H -5.381 2.343 0.121  0.45
H -6.686 1.368 -1.783  0.48
H -5.402 0.259 -3.635  0.47
H -2.937 0.146 -3.525  0.55
C 5.084 -3.053 0.563  -1.37
C 3.706 -2.562 0.539  0.59
N 2.626 -2.185 0.497  0.01
H 5.327 -3.473 -0.412  0.34
H 5.184 -3.820 1.328  0.35
H 5.761 -2.228 0.778  0.38
C -2.085 -2.552 4.715  -0.77
O -2.430 -2.093 3.363  -0.24
C -1.768 -1.180 2.781  -0.69
O -2.023 -0.925 1.536  2.13
C -0.619 -0.488 3.332  0.05
C -0.588 0.476 4.255  -0.17
As -1.835 2.005 4.159  0.30
C -3.512 1.252 3.527  -0.51
C -0.991 2.365 2.303  0.63
C -0.125 1.691 1.557  0.41
As 0.643 -0.165 1.770  2.50
C 2.367 0.115 2.597  -1.94
C 0.734 2.086 0.364  -0.66
O 1.483 1.159 0.030  -0.82
O 0.892 3.212 -0.265  -0.33
C -0.057 4.288 -0.408  -0.71
C -1.740 3.581 1.838  -0.28
O -2.717 3.423 1.149  -0.59
O -1.409 4.763 2.340  -0.43
C -0.155 4.898 3.054  -0.40
C 0.698 0.954 4.880  0.35
O 1.006 2.120 4.912  -0.53
O 1.361 -0.041 5.447  -0.24
C 2.540 0.361 6.192  -0.69
H -2.691 -3.439 4.853  0.35
H -2.354 -1.780 5.427  0.30
H -1.024 -2.782 4.739  0.34
H -3.982 0.730 4.361  0.44
H -3.449 0.619 2.658  -0.38
H -4.132 2.112 3.271  0.48
H 2.376 1.051 3.148  0.54
H 3.074 0.165 1.777  0.60
H 2.603 -0.724 3.249  0.41
H -0.098 4.884 0.493  0.30
H -1.026 3.882 -0.684  0.28
H 0.339 4.893 -1.217  0.41
H -0.209 5.863 3.546  0.36
H 0.670 4.887 2.342  0.16
H -0.028 4.109 3.794  0.28
H 2.833 -0.516 6.757  0.26
H 2.304 1.194 6.848  0.34
H 3.321 0.658 5.494  0.31

Its energy above the lowest of the compared OMol25 structures with the same formula, charge and spin is 25.28 kcal/mol. As for the HOMO energy (alpha / beta): -12.08 / -12.09 eV. Its net charge is +2. Its lowest unoccupied orbital energy (alpha / beta) is -6.71 / -6.71 eV. The multiplicity is 4.